# 1
# C4H9N3

An isolated molecule of C4H9N3 (ωB97M-V with the def2-TZVPD basis set, OMol25).

Summary:
Relative energy (zero: lowest compared OMol25 entry of this formula, charge and spin): 379.5 kJ/mol
HOMO level: -9.1 eV
LUMO: 1.130 eV

ORCA input file:
```
! wB97M-V def2-TZVPD RIJCOSX def2/J DEFGRID3
* xyz 0 1
H -0.55 -1.92 1.21
N 0.38 -1.51 1.21
C 0.49 -0.47 0.52
C -0.22 0.57 -0.19
C -1.81 -0.09 -0.37
C -2.90 0.64 -0.11
N 1.98 0.34 0.44
N 2.65 -0.04 -0.76
H 0.13 0.72 -1.21
H -0.35 1.47 0.41
H -1.94 -1.09 -0.77
H -2.82 1.66 0.28
H -3.90 0.28 -0.31
H 2.45 -0.03 1.27
H 3.51 0.49 -0.88
H 2.91 -1.03 -0.74
*
```

---

# 2
# C28H83N15O11

A cluster of 11 separate species, C28H83N15O11 in total (ωB97M-V with the def2-TZVPD basis set, OMol25).

Summary:
HOMO level: -8.5 eV
LUMO: 0.317 eV

ORCA input file:
```
! wB97M-V def2-TZVPD RIJCOSX def2/J DEFGRID3
* xyz 0 1
C 4.76 -1.91 -1.45
O 3.80 -2.90 -1.30
C 2.97 -2.93 -2.41
C 1.79 -3.93 -2.18
C 0.97 -3.88 -3.46
N 0.91 -3.74 -1.07
H 4.28 -0.97 -1.65
H 5.54 -2.09 -2.17
H 5.26 -1.94 -0.50
H 2.57 -1.93 -2.61
H 3.48 -3.26 -3.31
H 2.36 -4.92 -2.11
H 0.31 -2.98 -3.37
H 0.25 -4.70 -3.48
H 1.58 -3.82 -4.35
H 0.50 -2.82 -1.02
H 1.05 -4.16 -0.18
C -4.90 1.63 1.79
O -4.32 2.76 1.06
C -4.75 4.04 1.54
C -4.44 4.97 0.40
C -4.76 6.39 0.84
N -5.43 4.66 -0.66
H -4.84 0.75 1.21
H -5.99 1.76 1.98
H -4.39 1.53 2.72
H -5.87 4.11 1.81
H -4.23 4.33 2.47
H -3.43 4.85 0.10
H -3.99 6.71 1.53
H -5.68 6.42 1.41
H -4.82 7.04 -0.02
H -5.45 3.65 -0.87
H -5.18 5.10 -1.56
C -0.16 -5.09 1.89
O 1.15 -5.44 1.57
C 2.21 -4.91 2.33
C 3.38 -5.78 2.16
C 3.78 -5.96 0.73
N 3.11 -7.07 2.84
H -0.37 -4.00 1.76
H -0.47 -5.41 2.90
H -0.78 -5.62 1.19
H 2.45 -3.88 2.02
H 1.98 -4.93 3.39
H 4.22 -5.39 2.74
H 3.98 -5.02 0.19
H 3.00 -6.51 0.23
H 4.74 -6.51 0.64
H 2.37 -7.51 2.37
H 3.88 -7.66 2.58
C -1.80 -1.37 -0.97
O -0.41 -1.03 -0.88
C 0.03 -0.85 0.42
C 1.45 -0.41 0.24
C 2.16 -0.47 1.57
N 1.58 0.96 -0.26
H -2.08 -1.08 -1.98
H -2.35 -0.77 -0.24
H -2.01 -2.41 -0.84
H -0.55 -0.07 0.93
H -0.10 -1.77 1.03
H 1.86 -1.18 -0.41
H 1.65 0.14 2.37
H 3.23 -0.10 1.53
H 2.40 -1.45 1.90
H 2.56 1.16 -0.45
H 1.01 1.13 -1.03
C 4.31 2.92 4.70
O 3.87 2.74 3.40
C 3.89 3.84 2.51
C 4.13 3.35 1.08
C 5.50 2.76 1.02
N 3.85 4.29 0.06
H 3.57 3.27 5.39
H 5.11 3.71 4.62
H 4.88 2.06 5.08
H 2.86 4.23 2.65
H 4.71 4.52 2.82
H 3.35 2.57 1.04
H 6.31 3.50 1.00
H 5.62 2.13 0.14
H 5.86 2.09 1.82
H 2.87 4.45 0.00
H 4.39 5.11 0.24
N -2.38 -0.59 5.20
C -1.64 0.42 4.51
N -0.62 0.99 5.18
O -1.98 0.73 3.37
H -3.16 -0.89 4.69
H -2.05 -0.81 6.14
H -0.87 1.35 6.12
H -0.27 1.74 4.62
N 0.87 0.19 -3.31
C 0.21 1.43 -3.49
N 0.81 2.26 -4.44
O -0.82 1.69 -2.84
H 1.65 -0.12 -3.89
H 0.53 -0.46 -2.60
H 0.26 2.93 -4.94
H 1.46 1.87 -5.08
N -3.78 0.67 -3.55
C -4.14 1.09 -2.28
N -3.29 1.93 -1.61
O -5.22 0.70 -1.84
H -4.51 0.41 -4.18
H -2.91 0.93 -3.96
H -3.44 1.93 -0.63
H -2.32 2.01 -1.90
N 3.53 2.45 -2.61
C 4.33 1.78 -3.56
N 5.73 1.86 -3.54
O 3.86 1.09 -4.46
H 2.73 2.86 -3.05
H 4.00 3.11 -2.00
H 6.14 1.49 -4.33
H 6.21 2.53 -2.96
N -1.44 3.21 1.80
C -0.49 3.22 2.78
N 0.84 2.88 2.46
O -0.73 3.55 3.96
H -1.35 2.70 0.96
H -2.43 3.18 2.09
H 1.01 2.41 1.61
H 1.46 2.74 3.27
C -7.62 -3.39 -3.10
C -6.72 -2.44 -2.41
C -5.28 -2.86 -2.47
O -6.85 -1.23 -3.18
H -7.50 -4.38 -2.68
H -7.24 -3.45 -4.14
H -8.68 -3.00 -3.16
H -7.05 -2.32 -1.36
H -4.91 -2.86 -3.51
H -5.05 -3.91 -2.17
H -4.67 -2.14 -1.89
H -6.26 -0.54 -2.80
*
```

---

# 3
# C18H51NO18P5

A cluster of 5 separate species, C18H51NO18P5 in total (ωB97M-V with the def2-TZVPD basis set, OMol25).

Summary:
Relative energy (zero: lowest compared OMol25 entry of this formula, charge and spin): 221.4 kJ/mol
HOMO level: -12.0 eV
LUMO: -2.456 eV

ORCA input file:
```
! wB97M-V def2-TZVPD RIJCOSX def2/J DEFGRID3
* xyz 1 1
C 2.32 -3.06 0.95
C 1.48 -2.18 -0.13
N 1.67 -0.75 0.28
P 0.25 0.23 0.00
C -0.96 0.01 1.43
C -1.99 -1.22 1.25
O -3.33 -0.65 1.44
C -4.14 -1.19 0.37
C -4.60 -2.72 0.53
O -4.43 -0.46 -0.59
H 2.07 -4.18 0.86
H 2.18 -2.67 2.02
H 3.42 -2.89 0.68
H 0.39 -2.50 -0.09
H 1.97 -2.42 -1.14
H 1.85 -0.67 1.30
H -0.33 0.07 -1.29
H 0.70 1.61 0.08
H -0.34 -0.18 2.37
H -1.57 0.97 1.49
H -1.94 -1.75 0.25
H -1.82 -1.92 2.15
H -5.21 -2.89 1.49
H -5.22 -3.03 -0.36
H -3.65 -3.33 0.65
C 5.06 3.62 2.38
O 4.23 4.59 1.74
P 3.25 4.04 0.60
O 2.46 2.85 0.98
O 4.21 3.82 -0.66
C 5.13 4.85 -1.02
O 2.40 5.33 0.20
C 1.43 5.78 1.14
H 4.48 3.07 3.13
H 5.48 2.92 1.66
H 5.88 4.14 2.88
H 6.13 4.57 -0.67
H 4.86 5.81 -0.58
H 5.14 4.95 -2.10
H 1.92 6.36 1.92
H 0.89 4.94 1.59
H 0.71 6.41 0.63
C -7.69 -0.57 -5.28
O -6.39 -0.10 -5.64
P -5.22 -1.19 -5.64
O -5.54 -2.43 -6.37
O -4.87 -1.40 -4.09
C -4.69 -0.25 -3.27
O -3.96 -0.38 -6.20
C -3.98 -0.04 -7.59
H -8.14 -1.07 -6.14
H -7.64 -1.25 -4.43
H -8.30 0.29 -5.00
H -5.59 -0.11 -2.66
H -4.51 0.65 -3.85
H -3.85 -0.43 -2.61
H -4.61 0.84 -7.74
H -4.35 -0.87 -8.19
H -2.96 0.19 -7.90
C 11.70 3.87 1.74
O 11.35 4.59 0.56
P 9.82 4.52 0.10
O 8.84 4.79 1.18
O 9.69 3.07 -0.57
C 10.68 2.66 -1.51
O 9.76 5.52 -1.14
C 9.85 6.91 -0.85
H 11.39 4.44 2.62
H 11.22 2.89 1.75
H 12.78 3.74 1.76
H 11.36 1.96 -1.02
H 11.25 3.50 -1.91
H 10.18 2.15 -2.34
H 10.89 7.19 -0.69
H 9.26 7.17 0.04
H 9.46 7.47 -1.70
C -8.09 -7.30 1.79
O -8.21 -6.47 2.94
P -6.87 -6.24 3.79
O -5.69 -5.86 2.99
O -6.71 -7.60 4.61
C -7.83 -8.14 5.29
O -7.31 -5.18 4.90
C -7.54 -3.85 4.47
H -7.64 -6.73 0.97
H -7.47 -8.18 2.00
H -9.08 -7.63 1.49
H -8.23 -8.98 4.71
H -8.62 -7.40 5.44
H -7.51 -8.51 6.27
H -8.53 -3.77 4.01
H -6.78 -3.54 3.75
H -7.50 -3.19 5.33
*
```

---

# 4
# C37H74Cl2O24

A cluster of 10 separate species, C37H74Cl2O24 in total (ωB97M-V with the def2-TZVPD basis set, OMol25).

Summary:
HOMO level: -10.4 eV
LUMO: 0.369 eV

ORCA input file:
```
! wB97M-V def2-TZVPD RIJCOSX def2/J DEFGRID3
* xyz 0 1
C -2.26 -4.27 6.07
C -2.20 -2.80 6.23
O -0.94 -2.35 5.67
C -0.63 -1.08 5.95
O -1.38 -0.23 6.30
O 0.69 -0.93 5.90
C 1.17 0.34 6.32
H -1.61 -4.85 6.71
H -2.02 -4.53 5.04
H -3.28 -4.66 6.05
H -2.18 -2.52 7.28
H -3.02 -2.32 5.70
H 0.72 1.15 5.76
H 2.25 0.32 6.24
H 0.96 0.49 7.39
C 2.25 -1.42 -5.30
C 3.04 -0.17 -5.14
O 3.53 -0.10 -3.86
C 4.26 0.98 -3.60
O 4.51 1.87 -4.35
O 4.61 0.92 -2.32
C 5.23 2.06 -1.82
H 1.47 -1.47 -4.54
H 2.84 -2.34 -5.29
H 1.69 -1.42 -6.24
H 2.30 0.63 -5.29
H 3.76 -0.02 -5.95
H 4.91 2.97 -2.33
H 6.32 2.00 -1.87
H 4.94 2.19 -0.78
C -2.70 0.33 3.23
C -3.77 1.06 3.94
O -4.25 2.23 3.28
C -5.07 2.18 2.23
O -5.61 1.20 1.78
O -5.24 3.45 1.85
C -6.02 3.73 0.71
H -1.91 0.97 2.87
H -3.08 -0.21 2.36
H -2.23 -0.34 3.95
H -3.38 1.41 4.89
H -4.59 0.38 4.17
H -5.38 3.81 -0.17
H -6.49 4.69 0.84
H -6.79 2.98 0.54
C 7.28 -4.00 6.46
C 7.65 -2.69 5.85
O 6.47 -1.99 5.50
C 6.40 -1.47 4.26
O 7.08 -1.75 3.35
O 5.40 -0.59 4.23
C 5.21 0.13 3.02
H 6.45 -4.53 5.99
H 6.93 -3.84 7.49
H 8.11 -4.71 6.55
H 8.31 -2.80 4.99
H 8.15 -2.09 6.61
H 4.20 -0.02 2.66
H 5.88 -0.15 2.21
H 5.38 1.19 3.23
C -0.18 2.69 -5.97
C -0.24 1.42 -6.74
O -0.74 0.44 -5.87
C -1.02 -0.69 -6.45
O -0.77 -0.95 -7.60
O -1.65 -1.46 -5.56
C -2.05 -2.77 -5.98
H -1.12 2.90 -5.45
H 0.10 3.53 -6.60
H 0.59 2.63 -5.19
H 0.74 1.11 -7.09
H -0.91 1.48 -7.60
H -3.14 -2.74 -6.04
H -1.77 -3.49 -5.22
H -1.73 -3.01 -6.99
C -3.32 -0.25 -1.43
C -2.89 -0.08 -2.86
O -3.91 -0.60 -3.72
C -4.67 0.21 -4.46
O -4.58 1.40 -4.53
O -5.53 -0.52 -5.15
C -6.27 0.22 -6.10
H -4.08 0.52 -1.26
H -2.47 -0.01 -0.79
H -3.72 -1.22 -1.16
H -2.00 -0.68 -3.09
H -2.54 0.92 -3.09
H -6.88 -0.51 -6.62
H -5.61 0.77 -6.77
H -6.92 0.93 -5.60
C 1.83 0.63 1.13
C 0.39 0.90 0.70
O 0.37 1.50 -0.56
C 0.34 0.72 -1.64
C 0.36 1.52 -2.88
O 0.40 -0.47 -1.60
H 2.40 1.57 1.10
H 2.34 0.02 0.38
H 1.82 0.17 2.12
H -0.16 -0.03 0.78
H -0.05 1.65 1.35
H 1.39 1.65 -3.23
H -0.01 2.53 -2.70
H -0.18 1.12 -3.74
C 4.21 3.65 5.54
C 3.20 3.45 4.51
O 2.84 4.73 3.96
C 1.80 4.70 3.11
C 1.47 6.08 2.53
O 1.15 3.71 2.94
H 3.70 4.04 6.43
H 4.98 4.38 5.32
H 4.65 2.70 5.84
H 3.62 2.90 3.66
H 2.34 2.87 4.84
H 1.87 6.84 3.19
H 0.40 6.17 2.43
H 1.92 6.19 1.55
C -3.25 -5.55 -3.90
C -1.88 -5.97 -3.39
O -1.45 -5.14 -2.33
C -1.81 -5.56 -1.08
C -1.58 -4.54 0.00
O -2.30 -6.61 -0.89
H -4.08 -6.01 -3.35
H -3.43 -5.97 -4.90
H -3.41 -4.48 -3.97
H -1.94 -7.01 -3.07
H -1.13 -5.93 -4.18
H -2.49 -3.94 0.10
H -0.80 -3.82 -0.25
H -1.37 -5.07 0.93
Cl -2.78 2.97 -0.50
C -2.68 4.05 -1.86
Cl -2.82 5.75 -1.37
H -1.73 3.94 -2.36
H -3.51 3.82 -2.51
*
```

---

# 5
# C3H6Br2N

The ion C3H6Br2N with charge +1 (ωB97M-V with the def2-TZVPD basis set, OMol25).

Summary:
Relative energy (zero: lowest compared OMol25 entry of this formula, charge and spin): 105.1 kJ/mol
HOMO level: -15.4 eV
LUMO: -5.295 eV

ORCA input file:
```
! wB97M-V def2-TZVPD RIJCOSX def2/J DEFGRID3
* xyz 1 1
C 0.15 -1.04 0.90
N -0.03 0.06 -0.09
C 0.97 0.97 -0.29
C -1.17 0.13 -0.76
Br -1.46 1.31 -2.11
Br -2.67 -1.29 -0.44
H -0.25 -1.95 0.61
H -0.23 -0.81 1.87
H 1.21 -1.14 1.15
H 0.63 2.01 0.08
H 1.12 1.02 -1.30
H 1.73 0.73 0.37
*
```

---

Asked for frontier orbital gap across the records above, the calculation gives 10.25, 8.85, 9.55, 10.72, 10.13 eV in order.